Entry from OMol25: C11H6BeN2O4S as an isolated structure at a distorted geometry (the ωB97M-V functional and the def2-TZVPD basis).

HOMO-LUMO gap	5.89	eV
HOMO level	-0.5675	Eh
maximum force	6.557	eV/Å
multiplicity	1
total charge	+2

Each line ends with the Mulliken charge.
Element x y z (Å)
O: 0.03 -2.96 0.00  -0.1448
C: 0.02 -1.81 0.00  0.4051
Be: 0.00 0.00 0.00  0.6420
O: -2.56 -0.03 -1.48  -0.0831
C: -1.57 -0.02 -0.90  0.1269
C: 1.57 0.02 -0.90  0.1917
O: 2.56 0.03 -1.48  -0.0913
C: -0.02 1.81 0.00  0.4609
O: -0.03 2.96 0.00  -0.1094
N: 2.12 -1.56 1.91  -0.2974
C: 0.94 -1.02 2.49  0.5788
N: -0.07 -0.37 1.81  0.1079
C: -0.97 0.13 2.72  0.3524
C: -2.07 0.94 2.43  -0.3510
C: -2.84 1.44 3.49  -0.9881
C: -2.52 1.13 4.83  -0.5763
C: -1.43 0.31 5.11  -0.5828
C: -0.67 -0.16 4.05  0.7939
S: 0.71 -1.08 4.16  -0.1993
H: 2.82 -2.01 2.52  0.2513
H: 2.34 -1.50 0.92  0.0558
H: -2.32 1.21 1.41  0.1765
H: -3.69 2.08 3.28  0.4265
H: -3.12 1.53 5.64  0.4286
H: -1.15 0.08 6.13  0.4254